No. 1
58
Properties=species:S:1:pos:R:3:forces:R:3:lowdin_charge:R:1 method="wB97M-V/def2-TZVPD" lumo_energy_ev=0.632 energy_ha=-1568.8870 smiles="CCN1CCN(C(=O)[C@H]2CC[C@H](CNS(=O)(=O)c3ccccc3)CC2)CC1" gap_ev=8.7 relative_energy_ev=1.938
H -7.710498 0.996429 -0.021736 0.0 0.0 0.0 0.123
H -7.624052 -1.995426 -1.929725 -0.1 0.0 0.0 0.112
H -5.337721 -1.691285 -2.072249 0.0 0.0 -0.1 0.123
H 3.245924 0.086802 1.831018 0.2 0.0 0.2 0.121
H 8.150471 1.254634 0.943846 0.1 0.0 0.1 0.106
H 6.477898 1.236885 -2.989754 0.0 0.0 -0.1 0.107
C -4.392189 -0.877023 -0.295879 0.0 -0.2 -0.4 -0.130
C 0.211905 1.830864 -0.499444 0.0 0.1 0.4 -0.159
H -6.121173 -0.099598 1.561400 0.0 0.0 0.0 0.116
H -6.343320 1.678557 -0.923655 0.0 0.1 0.1 0.127
C 7.390349 0.920951 0.253842 -0.1 0.0 0.0 -0.069
C 2.303393 0.530625 0.020394 -0.3 0.4 -0.3 -0.223
H 0.007752 -0.907117 -0.304876 0.0 -0.1 -0.1 0.129
O 3.504828 -2.069942 -0.750611 0.1 0.3 -0.2 -0.285
O -3.633925 2.309896 1.219423 0.1 0.3 0.1 0.058
H -6.651553 -2.828533 0.213579 0.1 -0.1 0.1 0.060
C 6.387750 0.067865 0.685050 0.1 0.0 0.2 -0.063
C 0.049391 -0.383171 0.652591 0.0 0.2 0.4 -0.153
H 2.879584 1.450029 -0.165053 -0.1 -0.1 0.0 0.128
H 0.531687 -1.047355 1.370471 0.0 -0.1 -0.1 0.115
H -7.639481 -1.667160 1.115882 0.0 0.0 0.1 0.060
H 6.343320 -0.293731 1.700469 0.1 0.0 0.1 0.113
H -1.680212 2.834988 -0.765096 0.0 0.1 0.1 0.124
H -8.406932 -2.955692 0.193794 -0.1 -0.1 0.0 0.070
C -6.684234 0.812913 -0.341541 0.1 0.0 0.1 -0.150
H 0.176699 1.355091 -1.482629 0.1 0.0 -0.1 0.124
H 8.197423 2.008267 -1.401984 0.1 0.1 0.0 0.105
H 0.795415 2.749201 -0.594523 0.0 0.0 -0.1 0.117
H -5.723434 1.632519 1.424342 0.0 -0.2 0.0 0.120
H -8.629297 -0.851900 -1.037557 0.0 -0.1 -0.1 0.112
C -1.363050 -0.039980 1.114450 0.0 -0.2 -0.3 -0.138
C -7.659562 -1.359230 -1.039260 -0.1 -0.1 0.1 -0.247
H -3.384397 -1.126631 -0.618019 0.0 0.0 0.1 0.110
O 4.557799 -2.166330 1.489260 0.2 0.3 0.1 -0.287
C -2.042916 0.900570 0.111472 0.0 0.4 0.3 -0.240
N -4.421839 0.356674 0.454033 -0.4 -0.1 0.0 -0.047
C 0.888597 0.883146 0.490601 0.2 -0.3 -0.4 -0.319
C 5.429358 -0.354266 -0.214862 -0.5 -0.5 0.1 -0.279
C -1.203264 2.169249 -0.043327 0.0 -0.1 -0.2 -0.151
S 4.097606 -1.402680 0.368863 -0.2 0.2 0.4 0.635
H -1.177251 2.691102 0.913989 0.0 0.0 0.0 0.122
N -6.658345 -0.336110 -1.219186 0.0 0.0 0.0 -0.193
H 0.961283 1.383040 1.462933 0.0 0.1 0.1 0.150
C -3.431651 1.264046 0.626704 0.3 -0.1 -0.2 -0.424
N 2.970914 -0.336673 0.960254 0.5 -0.8 -0.1 -0.127
C 5.446360 0.055305 -1.532937 -0.1 0.0 -0.2 -0.063
C 7.415748 1.342949 -1.066789 0.0 0.0 0.0 -0.077
C -5.767737 0.685413 0.885407 -0.3 0.3 0.1 -0.116
C -7.575169 -2.254995 0.203848 0.0 0.2 -0.2 -0.082
H -1.946486 -0.954781 1.236098 0.0 0.0 0.1 0.112
H -4.876784 0.020043 -2.186069 0.1 -0.1 0.0 0.125
C -5.310448 -0.745563 -1.528872 0.1 -0.1 0.1 -0.154
H -4.750980 -1.679976 0.358171 0.1 0.0 -0.1 0.116
C 6.448987 0.910609 -1.961187 0.0 0.0 0.0 -0.068
H -2.112186 0.413812 -0.865277 0.0 -0.1 0.0 0.139
H 2.249587 -0.041185 -0.908202 -0.1 0.2 -0.1 0.118
H 4.687637 -0.315038 -2.203771 -0.1 0.0 -0.1 0.112
H -1.322855 0.459150 2.084981 -0.1 0.0 0.1 0.133

***

No. 2
126
Properties=species:S:1:pos:R:3:forces:R:3:lowdin_charge:R:1 method="wB97M-V/def2-TZVPD" lumo_energy_ev=0.459 energy_ha=-2461.9059 smiles=COCCNCCOC.COCCNCCOC.COCCNCCOC.COCCNCCOC.OCCO.OCCO.OCCO gap_ev=8.5 relative_energy_ev=0.860
H -0.877840 -2.708263 -0.937964 -0.3 0.5 0.0 0.097
H 3.053960 4.772630 0.438389 0.6 -0.6 -0.1 0.138
H -4.823545 1.822385 6.249149 -0.1 -0.2 -0.2 0.121
O 2.532290 -6.482680 -0.589675 -0.5 -2.7 0.8 -0.213
H 0.403429 -5.437784 -1.225467 -0.2 -0.4 0.3 0.104
H -1.655218 3.464152 -0.007143 0.6 0.5 0.3 0.097
N -4.372816 1.683131 -0.875232 0.2 -0.1 1.9 -0.046
H 2.347406 3.225455 0.131270 -0.7 -0.5 0.2 0.099
O 3.021719 -2.658082 -4.946140 0.7 0.4 -0.3 -0.105
O 1.112030 0.651204 4.835442 0.5 -0.4 -0.4 -0.187
H -3.368660 4.044385 -0.213264 0.7 -0.4 -0.1 0.139
C 1.710640 -0.795271 -4.276289 0.7 1.2 1.4 -0.287
H -2.599356 -2.054663 -2.920851 -0.2 0.2 -0.1 0.091
H 4.620612 2.134060 -0.280816 -0.8 0.3 -0.1 0.122
H -4.306143 0.276617 -4.006404 0.1 0.2 -0.4 0.109
C -4.215406 2.152993 7.086684 -0.5 0.6 1.1 -0.241
N 1.653181 -3.812255 -0.873919 0.8 0.7 0.7 -0.058
H -2.969458 -0.876261 -0.297456 0.2 -0.5 0.0 0.105
H 0.406814 -4.529248 2.469919 -0.5 -0.2 -0.7 0.116
O -3.831865 3.512763 6.892644 0.7 -0.1 0.0 -0.213
C -3.350266 -1.531116 0.500602 -0.5 -0.4 -1.4 -0.203
C -0.249228 0.993972 4.708710 0.3 -0.6 -2.2 -0.280
C 0.419521 -4.352686 -1.309853 -0.6 -1.1 0.2 -0.238
C 0.509234 0.649339 -0.438179 -0.5 -0.7 -0.3 -0.251
H 3.669228 -0.670175 -5.094136 0.3 0.3 -0.1 0.116
H 1.405709 -7.833548 -1.776612 -0.3 0.1 0.5 0.084
N 3.271795 4.145321 -1.529581 -0.5 0.3 -0.4 -0.075
O 4.265027 2.556764 1.696509 0.5 0.4 -0.8 -0.198
C 3.215636 3.815234 -0.106826 -1.0 1.1 -0.4 -0.209
C -2.888228 -0.968501 1.805393 -1.9 1.0 1.1 -0.289
H 2.699479 0.415920 3.544732 0.7 0.3 0.0 0.066
H 5.689298 1.005703 1.509523 0.1 0.2 -0.5 0.081
H -0.276315 1.972632 4.181336 -0.4 0.1 0.8 0.134
H -5.701448 1.624348 -2.466514 0.5 0.2 0.1 0.121
H 5.343823 3.556887 0.206940 0.3 0.9 0.3 0.116
C 1.633414 0.408253 3.516202 -2.2 2.0 -0.4 -0.084
H -2.293095 1.310851 -1.059585 -0.2 0.3 0.9 0.087
H 3.616776 -1.373032 -3.416272 -0.1 0.3 -0.3 0.108
H -1.136636 -1.110089 -2.943388 0.3 0.2 -0.2 0.065
O -2.776840 -0.008379 -2.639421 -0.8 0.8 0.4 -0.243
H -0.955794 -0.206709 6.263124 -0.4 -0.2 0.1 0.123
H -0.512386 0.857805 1.166457 -0.3 -0.4 0.4 0.050
H -3.128863 0.344904 7.512937 0.0 0.2 -0.1 0.127
H 1.434001 -0.974563 0.752941 -0.8 -0.3 0.3 0.100
H 4.253420 2.742661 -2.630465 -0.2 -0.2 -0.7 0.111
C -0.768196 -3.724300 -0.610251 1.5 -0.7 2.4 -0.094
H -2.291992 2.394925 5.539867 0.2 -1.6 0.5 0.133
H 1.280105 -0.555011 3.158533 -0.1 -0.2 -0.2 0.071
H 1.215563 3.639072 -6.058155 0.2 0.1 0.0 0.088
H -1.145316 -1.889849 1.607670 -0.4 0.3 0.2 0.082
H 1.761554 -8.321846 -0.071476 -0.2 -0.5 0.4 0.076
C -1.124537 3.285748 -2.371753 0.6 1.4 -1.4 -0.125
H -4.707654 0.842539 -0.401013 0.1 0.3 -0.1 0.092
H 1.551582 4.025205 -3.527886 0.0 0.3 0.4 0.102
C 4.401933 3.041161 0.326834 1.5 -1.8 0.9 -0.219
H -0.825156 3.780989 -3.318781 -0.2 -0.2 0.5 0.096
H 3.756318 -2.802347 -5.572537 -0.6 0.1 0.5 0.088
C -2.942137 1.384519 7.210413 -0.5 -0.5 -1.9 -0.220
O 1.107816 -0.651864 -5.516695 -0.6 0.6 -0.6 -0.045
H -1.663639 -4.332740 -0.731586 -0.1 0.2 0.0 0.129
H -0.324731 3.431990 -1.648256 0.3 -0.2 0.1 0.085
N -2.328206 1.385725 5.858086 0.2 0.6 0.7 -0.058
H 6.315536 2.538121 2.283669 -0.3 0.0 -0.6 0.088
C -0.199903 -4.788236 1.561348 1.5 -0.4 0.7 -0.120
H 0.948537 -1.521929 -5.846403 -0.1 -0.9 -0.6 0.071
O 0.007999 1.433278 0.607183 0.3 0.7 0.3 -0.070
H -2.326478 1.871038 7.941463 0.5 0.2 0.6 0.109
H -4.820297 2.035070 8.015594 0.2 0.3 -0.4 0.129
O -0.436754 -3.606079 0.876006 -0.8 1.2 -2.3 -0.254
H -4.844227 -0.569621 -2.571264 0.9 0.5 0.0 0.131
H -5.205420 -1.686720 1.025350 -1.4 -0.2 2.2 0.041
O -2.299922 3.881871 -1.925825 -0.3 -0.2 0.9 -0.175
H -3.394229 -1.466283 2.648368 0.2 -0.3 0.0 0.129
C 2.509966 3.565260 -3.800460 0.4 0.3 2.6 -0.266
H 3.634536 -3.954820 -0.675016 0.2 -0.3 -0.3 0.126
H -0.722693 0.309006 3.971380 0.1 0.1 0.3 0.111
H -1.108697 -5.235894 1.892231 -0.8 -0.6 0.2 0.077
C 3.128673 -1.296980 -4.401764 -0.4 -1.4 0.2 -0.200
H -4.126615 2.466860 -2.740546 -0.3 -0.5 0.0 0.123
C -2.174791 -1.090610 -3.259031 -0.4 -0.9 -0.1 -0.119
C 5.442768 1.880358 2.114295 -0.4 -0.3 1.8 -0.137
H -0.334189 0.127922 -0.898859 0.1 -0.4 -0.2 0.108
C -4.898582 4.409491 6.977086 -0.6 -0.2 1.4 -0.122
H 2.634372 4.910692 -1.808857 0.4 -0.9 0.7 0.113
H 1.161959 1.255639 2.814585 1.5 -1.8 1.1 0.120
C -4.609228 1.589266 -2.267410 0.1 -0.4 -1.6 -0.208
C 3.091831 -5.805102 -1.657481 -1.0 0.3 -0.8 -0.263
O 2.215394 2.494133 -4.591368 0.2 -0.6 -2.3 -0.211
H 5.268571 1.440320 3.136656 -0.3 0.5 -0.9 0.091
H 2.389561 0.401278 0.477632 -0.1 -0.3 -0.6 0.122
H 2.686528 2.082895 -2.205749 0.0 1.0 0.3 0.111
H -2.894898 -2.543348 0.479036 -0.3 0.4 -0.4 0.113
O -1.521470 -1.017855 1.866363 2.1 -0.4 -0.1 -0.065
H 1.479131 1.924370 -6.348535 0.0 -0.4 -0.6 0.067
H -4.613391 5.437550 6.703168 0.1 -0.6 -0.1 0.093
H 1.648952 -3.863104 0.158008 0.4 0.0 -1.0 0.121
O 2.243078 -0.949555 -1.124086 -0.3 0.1 0.0 -0.096
H 2.530661 -6.158427 -2.527402 0.0 0.5 -0.6 0.111
H 1.764523 0.251195 -3.877831 -0.2 -1.1 0.1 0.117
H -3.137820 0.095483 1.967239 -0.2 -0.3 -0.4 0.120
C 1.941837 2.821473 -5.988907 0.4 0.0 1.5 -0.045
H -5.677472 4.010762 6.340205 -0.6 0.4 -0.3 0.078
H -5.278613 4.418802 8.046959 0.2 0.2 -1.0 0.102
C 3.206169 3.038320 -2.491739 -0.3 0.1 -0.4 -0.183
H 3.142302 4.371633 -4.168620 0.2 -0.1 -0.8 0.124
C -2.548577 3.394881 -0.601715 -1.7 0.8 -0.1 -0.208
H 0.926221 1.295111 -1.185202 0.1 0.6 -0.5 0.090
H -0.407106 1.410399 6.792530 -0.4 -0.7 -0.7 0.140
H 3.231158 -3.752116 -2.375446 -0.6 -0.5 0.6 0.120
C -2.978722 1.952680 -0.459931 -0.1 -0.5 -0.4 -0.207
C 1.643655 -0.256799 -0.026719 1.3 -0.1 0.5 -0.227
H 4.125972 -6.080305 -1.841656 0.4 0.1 0.1 0.122
H 2.888902 3.068123 -6.505576 -0.5 -0.1 0.1 0.096
H 1.154634 -1.476142 -3.595426 0.1 0.5 -0.3 0.108
C -4.156154 0.256465 -2.931436 -0.3 -0.5 0.6 -0.179
H -1.295588 2.265650 -2.601447 0.2 -1.3 -0.1 0.066
H 0.390056 -5.519676 0.977027 -0.2 0.2 0.2 0.084
C 2.929485 -4.299637 -1.441914 0.5 0.7 0.3 -0.144
H -2.269986 -1.037784 -4.347838 0.2 0.0 -0.1 0.095
O -4.778313 -1.644136 0.210684 2.3 0.5 -1.2 -0.043
H 0.267923 -4.208109 -2.339302 -0.1 0.5 -1.7 0.113
H -2.872187 1.774336 0.641293 -0.2 -0.2 -1.0 0.122
H 1.904220 -1.878962 -1.156411 0.2 0.6 0.3 0.047
C 2.145982 -7.882812 -0.962954 0.3 2.6 -0.7 -0.036
H 2.956254 -8.420001 -1.439030 0.6 -0.2 0.5 0.080
C -0.977349 0.840388 5.983305 0.7 2.1 1.2 -0.235

***

No. 3
40
Properties=species:S:1:pos:R:3:forces:R:3:lowdin_charge:R:1 method="wB97M-V/def2-TZVPD" lumo_energy_ev="-9.548 / -9.708" energy_ha=-2354.3283 multiplicity=2 gap_ev="4.4 / 4.0" relative_energy_ev=3.641 total_charge=+2
H -2.685875 0.636528 1.426628 0.0 0.0 0.0 0.117
H -2.703807 0.158406 -1.020577 -0.1 0.0 0.1 0.093
C 0.564316 1.024258 2.336825 -0.1 -0.5 0.0 -0.100
H -0.949219 -0.432936 2.834957 0.0 0.0 -0.1 0.106
C 2.570532 -4.666780 -0.624464 -0.1 0.0 0.0 -0.069
C 2.519347 -3.890716 -1.910252 0.1 -0.1 0.0 -0.146
C -1.028499 -0.669589 -1.810697 0.3 -0.6 0.3 -0.362
H 1.758150 -4.269456 -2.585985 0.0 0.0 0.0 0.129
C -0.705130 0.442520 2.246359 0.0 0.0 0.1 -0.167
S 1.869823 0.423594 -1.193336 0.6 0.8 -0.4 0.514
O 2.127966 -2.444099 -1.767720 0.0 0.1 0.1 -0.314
H 0.043679 3.807974 0.468535 0.0 0.0 0.0 0.128
H -1.087850 -1.366110 -3.731116 0.0 0.0 0.0 0.150
H -2.884768 -0.371378 -2.644810 0.1 0.0 0.0 0.149
C 3.951285 -2.578990 2.543334 0.0 0.0 0.0 -0.045
C -0.153587 2.854980 0.940110 0.3 0.1 0.1 -0.056
H 1.799082 2.701502 1.810403 0.0 0.0 0.0 0.129
H 3.264377 -3.424345 2.517642 0.0 0.0 0.0 0.086
H 4.916605 -2.881914 2.141071 0.0 0.0 0.0 0.099
H 1.619252 -4.630209 -0.095243 0.0 0.0 0.0 0.039
N -0.534364 -1.230928 -2.893263 0.2 0.2 0.5 0.168
C 0.829268 2.235747 1.696947 -0.1 0.4 -0.3 -0.065
P 2.131042 -1.439871 -0.597762 -0.4 -0.2 -0.4 0.293
H 3.377708 -4.342112 0.025497 0.0 0.0 0.0 0.072
H 0.435067 -1.496240 -2.943424 0.1 -0.1 0.1 0.076
Pd 0.035150 -0.428006 0.004876 -1.4 -0.3 -0.2 0.519
C 3.404489 -1.397813 1.792101 0.1 0.1 0.1 -0.200
H -2.175207 2.753980 0.227738 0.0 0.0 0.0 0.126
H 4.096183 -2.290744 3.584903 0.0 0.0 0.0 0.102
S -2.198735 -2.849891 0.633893 -1.3 0.0 -0.4 0.099
S -0.348414 -2.883736 1.060056 1.5 0.6 0.1 0.033
H 2.753301 -5.710263 -0.885348 0.0 0.0 0.0 0.107
H 1.309786 0.586333 2.987262 0.0 0.0 0.0 0.112
H 4.066679 -0.535554 1.819217 0.0 0.0 0.0 0.136
C -1.402885 2.257134 0.801289 0.1 0.0 -0.1 -0.049
N -2.292809 -0.278837 -1.826663 0.5 0.2 0.5 0.165
H 3.478294 -3.850557 -2.420353 0.0 0.0 0.0 0.136
C -1.683089 1.048704 1.444394 0.0 -0.3 0.0 -0.123
H 2.410896 -1.107875 2.131644 0.0 -0.1 0.0 0.078
O 3.298562 -1.765113 0.353630 -0.3 -0.3 0.1 -0.264